# 1
The following is a quantum chemistry calculation of a structure of composition C28H48CeCl2N4O5Si in a non-equilibrium geometry, from the Open Molecules 2025 dataset.

The value obtained for the HOMO energy (spin up / spin down) is -4.160 / -5.543 eV. The spin multiplicity is 3. Its total charge is 0. As for the total energy: -3375.89723 Ha. For the HOMO-LUMO gap (spin up / spin down), the calculation gives 4.2127 / 5.5923 eV.

```
89
Properties=species:S:1:pos:R:3:forces:R:3:mulliken_spin:R:1
H -0.383564 0.395807 3.910344 -0.18 0.08 0.02 0.012
C -1.019349 -1.680757 -4.175856 0.57 -2.07 0.31 0.000
C 0.023224 -2.051421 2.102961 0.93 1.10 0.09 0.025
N 0.372631 -3.097879 2.846644 0.18 0.09 -0.29 0.001
C -1.273436 4.659557 -0.353359 -0.43 -0.40 0.37 0.002
H 3.130919 -2.315970 -0.478221 0.03 0.51 -0.42 0.000
N 3.011590 -1.327254 -2.334503 0.28 0.15 1.15 0.001
H -1.819309 4.924641 -3.490933 0.35 -0.28 0.44 0.000
H -2.656364 -5.018755 0.393294 0.36 0.24 -0.22 0.000
H 2.261610 -2.309824 3.291236 -0.10 -0.28 0.03 0.001
H -0.395504 -6.078001 0.360690 -0.02 0.63 -0.37 0.000
C -3.745665 0.877490 4.402031 -0.77 -0.07 0.98 0.390
H 4.215172 -3.002412 -2.316675 0.00 -0.04 -0.35 0.000
H -0.781632 3.699694 -4.250369 -0.07 -0.03 0.28 0.000
Cl 0.407473 1.498913 -1.023575 -1.65 2.98 -2.52 0.011
C -1.419776 0.675208 3.752702 -0.71 -0.46 1.83 0.220
N 0.625338 3.755597 4.193211 0.49 -0.15 -0.24 0.014
H -0.824736 5.589336 0.027154 0.39 -0.35 -0.48 0.002
Ce 1.645322 1.082701 1.234988 -1.55 -1.31 0.33 1.032
H -2.185393 0.077063 -4.530474 0.27 0.05 0.06 0.000
H -0.993330 -2.062736 1.679805 0.24 0.06 0.15 0.006
H -5.043017 1.548457 2.808850 0.17 -0.13 -0.09 -0.007
H 1.561080 0.033458 -3.130301 0.28 -0.33 0.12 0.000
C 1.761065 -3.281173 3.262188 -0.05 0.06 0.06 0.001
H 4.336726 -1.991389 -3.797912 -0.20 -0.28 0.21 0.000
C 0.482661 -4.451308 -0.818777 -0.37 0.29 0.20 -0.001
H -3.231320 1.719362 1.131352 0.44 -0.22 0.28 0.047
H -3.083422 -2.947527 -0.871690 0.23 -0.05 -0.29 0.001
H -2.312066 4.930632 -0.572266 0.07 -0.30 -0.21 -0.002
C -1.315542 -0.422680 -4.961420 -0.20 0.04 -0.11 0.000
O 2.620922 -0.315738 -0.354889 0.73 -1.84 -0.55 0.000
C -0.564310 -5.119031 -0.162972 0.10 -0.05 -0.02 0.000
C -0.535775 -4.192704 3.146378 -0.01 -0.21 -0.08 0.001
C 2.927715 -1.354770 -0.999014 -0.21 1.35 -0.51 0.001
O 1.803224 2.028376 3.343875 -1.29 2.08 0.01 0.007
O -1.327392 -0.393283 -2.435363 1.12 1.08 2.52 -0.003
C -1.838980 -4.542681 -0.165616 0.11 0.00 0.14 -0.001
H 0.403799 3.510724 6.294040 0.08 0.10 -0.29 -0.006
Cl 3.350180 2.980546 0.929848 0.90 0.92 -0.50 -0.004
C -1.097925 -2.825762 -1.731305 0.04 1.15 0.09 -0.004
H -0.496205 5.348863 5.008003 0.06 -0.31 -0.08 -0.001
C -2.082924 -3.380188 -0.903179 0.05 -0.72 -0.16 0.003
H 2.104961 3.466223 5.677913 -0.44 -0.09 0.02 0.001
C 0.522809 -2.515942 -5.974615 0.48 0.01 -0.11 0.000
C -1.557182 -1.673421 -2.694332 -0.74 0.66 -2.11 -0.001
N -1.716964 1.175326 2.521869 0.77 -0.09 -0.75 0.264
H 1.235677 -3.346885 -6.113675 -0.19 0.29 0.01 0.000
C 3.653316 -2.417346 -3.051907 -0.37 -0.30 0.16 0.000
H 2.891104 -3.058367 -3.521121 0.32 0.20 -0.11 0.000
O 0.807457 -1.074532 1.906299 -0.84 -1.76 0.22 -0.030
H -1.313627 3.975930 0.492198 -0.09 -0.20 0.25 0.009
C 1.226558 4.768488 -2.015682 0.78 -0.38 -0.02 0.001
H 1.109041 -1.576682 -5.933286 -0.16 -0.33 -0.43 0.000
H -0.402008 -4.472972 4.198225 -0.15 0.11 -0.19 -0.001
C -2.422700 0.539634 4.707997 1.31 -0.10 -0.61 -0.097
H -1.538134 -0.595721 -6.023968 0.22 -0.33 0.13 0.000
H -0.119225 -2.496355 -6.883587 0.22 0.10 0.64 0.000
H 1.765332 -3.743827 4.254707 0.07 0.16 -0.16 -0.001
H -4.553258 0.794448 5.135941 0.45 0.00 -0.24 0.042
H 2.292818 -3.948773 2.565570 -0.20 0.19 0.13 0.000
C -4.028188 1.293045 3.099331 0.89 0.27 -1.41 -0.113
H 1.209981 5.551555 -2.797848 -0.48 -0.45 0.20 0.000
C 0.218444 -3.265485 -1.546652 0.46 -0.84 0.35 0.003
C 2.653524 -0.103689 -3.058133 -0.22 0.29 -0.17 0.000
H 1.006062 2.097254 5.364913 -0.02 0.44 0.31 -0.003
H 1.087525 -2.725896 -1.948700 -0.84 -0.28 -0.29 0.000
Si -0.389883 3.799318 -1.785386 1.19 1.00 0.72 -0.001
C 1.102445 3.092778 3.147934 0.60 -1.26 0.81 -0.005
C -1.381657 3.918641 -3.357128 -0.23 -0.94 -0.31 0.000
O -0.688343 1.467574 1.686636 0.30 0.35 -0.02 -0.027
H 3.062294 0.776335 -2.547429 -0.01 -0.25 -0.05 0.000
H -2.206578 3.199147 -3.336121 0.02 0.06 -0.11 0.000
C 1.055293 3.187831 5.477443 0.00 -0.02 0.18 0.009
H 1.496543 -4.875070 -0.753345 -0.41 0.33 -0.11 0.000
H 3.077454 -0.173133 -4.063050 -0.09 0.00 0.17 0.000
C -3.016728 1.396580 2.150028 -1.77 0.52 0.39 0.213
H -0.039010 -3.559903 -4.073264 -0.05 0.45 -0.25 0.000
H -0.690258 5.142993 3.265203 0.15 -0.27 0.15 0.002
H -0.458616 0.275217 -4.925851 -0.36 -0.18 0.08 0.000
H -1.569456 -3.890195 2.971890 0.15 0.00 0.01 0.002
H 0.873565 3.461316 2.117092 0.08 0.04 0.91 -0.010
H -0.312717 -5.064528 2.518528 -0.04 0.20 0.14 -0.001
H -2.665498 -1.801706 -2.744107 -0.13 -0.71 -0.06 0.001
H 1.590441 5.273806 -1.104921 -0.37 -0.38 -0.12 0.000
H 2.044890 4.091807 -2.299584 -0.13 0.08 0.01 0.000
H -2.146058 0.144667 5.682815 -0.04 0.05 -0.15 -0.004
C 0.031023 5.086194 4.088987 -0.11 0.36 -0.23 -0.001
C -0.195627 -2.638566 -4.652402 -0.64 0.21 -0.01 0.000
H 0.779471 5.869709 3.913656 0.05 -0.28 0.09 0.000
```
Positions in Å, forces in eV/Å.



# 2
The following is a quantum chemistry calculation of a structure of composition C28H48Cl2O3P2Ti in a non-equilibrium geometry, from the Open Molecules 2025 dataset.

The value obtained for the HOMO energy (spin up / spin down) is -2.697 / -2.711 eV. The spin multiplicity is 2. Its total charge is -1. As for the total energy: -3774.00345 Ha. For the HOMO-LUMO gap (spin up / spin down), the calculation gives 5.3335 / 5.3427 eV.

```
84
Properties=species:S:1:pos:R:3:forces:R:3:mulliken_spin:R:1
C 1.295726 4.711156 -0.623378 0.00 -0.30 -0.34 0.000
H 1.408369 -2.455784 4.791111 0.20 0.60 0.39 -0.005
C 1.914777 -3.356848 1.586395 -0.51 -0.51 0.21 -0.017
C 2.828327 -1.376766 -3.984570 0.05 -0.29 -0.12 0.000
H -1.467329 5.136959 -1.315751 -0.03 0.17 0.07 0.000
H 2.104833 0.613116 -1.688552 -0.38 0.09 -0.14 0.000
H 2.454879 -6.711878 1.330508 0.12 -0.10 0.02 -0.003
C -0.188996 -4.610568 1.347909 0.27 0.16 0.07 -0.015
H -2.273761 0.424283 5.239118 0.70 -0.53 0.41 -0.001
O 2.018348 -0.433191 5.391872 -1.04 -0.04 -0.02 0.010
C -3.389904 -1.724058 -2.225297 0.18 0.24 0.16 -0.001
C -2.408340 1.017648 -2.983807 -1.84 -1.06 -0.09 0.001
H -3.421716 -2.800948 -2.437838 -0.10 0.19 -0.02 0.000
H 1.267872 5.039322 -1.673457 0.06 0.19 0.18 0.000
C -1.880259 0.221886 -1.762942 -0.25 0.78 -0.15 0.003
H -1.468185 0.662738 6.856870 -0.54 -0.16 -0.24 0.002
H -1.397251 -2.300949 1.469975 0.17 -0.34 0.30 0.008
H 2.666460 -2.233457 6.066427 0.04 -0.23 -0.23 0.006
H 2.160005 -2.044123 -4.545541 0.05 0.05 -0.03 0.000
H -0.274830 3.370408 -2.277171 0.11 -0.14 1.04 0.000
H 0.143941 6.426991 -0.049275 -0.02 0.05 0.13 0.000
H 3.703485 -4.564473 1.573754 -0.19 -0.05 -0.10 0.001
C 1.220782 3.176568 -0.681734 -0.45 0.12 -0.08 -0.002
Ti 0.267836 -0.607254 2.645204 -0.37 -1.02 -3.29 0.854
P -0.277668 1.048740 -1.784599 -0.10 -0.32 2.62 -0.005
C 2.614818 -4.568813 1.515566 -0.69 0.18 -0.07 0.018
C -0.379578 -2.282221 1.879970 0.49 1.31 0.64 -0.085
C 2.292167 -1.861943 5.113619 -0.11 0.26 -0.29 0.021
H 0.720670 3.146665 3.764252 -0.07 -0.33 0.51 0.003
H 2.047864 2.793421 -1.301238 -0.26 0.11 0.14 0.000
H 2.448496 -2.399310 1.657948 -0.22 -0.43 0.00 -0.010
H 2.259111 5.036528 -0.207068 -0.23 0.01 -0.01 0.000
C -3.994229 -0.926191 -3.391553 -0.16 -0.06 -0.20 0.000
H 0.607810 -1.984362 -2.273465 0.14 0.10 0.02 0.001
C -1.939978 -1.311348 -1.946921 0.10 0.76 -0.06 0.007
H -1.284286 -4.553317 1.279165 0.52 -0.29 0.08 -0.002
H -0.044699 -6.717469 1.186422 0.32 0.06 -0.06 0.001
H 3.030647 -2.000292 4.292911 -0.29 0.54 0.66 0.004
O 0.430434 1.672877 5.316373 0.13 -0.74 -0.57 0.024
H -1.305594 -1.608668 -2.790707 -0.09 0.00 0.05 0.000
H -0.876820 2.390730 3.711948 0.41 -0.26 0.54 0.006
H -3.974146 -1.562341 -1.309862 -0.01 0.02 -0.12 0.001
H 0.904370 1.512113 -3.810897 0.11 -0.46 0.06 0.000
C 0.117609 5.348079 0.127144 0.18 -0.03 0.13 0.000
H -1.548895 -1.780470 -1.036007 -0.03 -0.02 -0.20 -0.003
Cl -1.532175 0.535432 1.963702 -1.28 1.01 -0.04 0.039
P 0.546008 0.084633 4.834860 0.15 0.17 1.24 0.123
C 1.101933 0.443336 -3.629257 2.50 -0.79 -0.93 0.000
H -0.489477 3.513482 5.057994 0.30 -0.36 -0.18 0.002
H 3.843242 -1.554075 -4.355929 -0.06 -0.12 -0.04 0.000
C -1.250531 4.801814 -0.293522 0.02 -0.04 -0.21 0.000
H 0.276617 -0.134107 -4.074310 0.14 0.14 0.16 0.000
H 2.346577 0.257763 -5.364067 0.32 -0.19 -0.08 0.000
H -4.475111 0.973730 -2.446726 -0.09 -0.13 -0.17 0.000
C 0.513769 -5.785498 1.292540 0.15 -0.16 -0.20 0.010
C -3.858815 0.596084 -3.276371 0.21 0.37 0.16 0.000
H 2.917607 -2.872594 -2.395246 -0.04 0.22 -0.10 0.000
C 2.757834 -1.790190 -2.501633 -0.11 0.23 0.19 0.000
C -0.080076 2.731409 4.399714 0.00 -0.40 0.12 -0.001
H -2.435388 -0.837214 6.524685 0.35 0.29 -0.19 0.003
Cl 1.953900 0.327290 1.493637 0.94 0.34 -0.19 0.015
C 2.431674 0.070595 -4.288252 -0.08 -0.05 -0.16 0.000
H -2.041134 5.202339 0.349248 0.09 0.00 0.01 0.000
H 0.257158 5.199678 1.206762 -0.04 -0.05 -0.10 0.000
O -0.505512 -0.777354 5.757280 -0.52 1.38 0.43 0.001
H -4.176325 1.113031 -4.192668 -0.26 -0.28 0.10 0.000
H -5.057983 -1.176137 -3.490066 0.13 -0.09 -0.09 0.000
H -2.275428 2.936024 -0.658263 0.13 0.00 -0.01 -0.001
H -1.128758 2.841676 0.670545 0.08 0.03 -0.32 0.003
H -1.763587 0.809365 -3.854201 -0.30 0.06 0.30 0.000
H 1.417924 -1.540816 -0.767226 0.07 -0.14 -0.19 0.002
C 1.917580 -5.776730 1.378823 0.09 0.07 0.11 -0.025
C -0.164153 2.806952 -1.296484 0.11 0.03 0.24 0.002
C -1.762688 -0.078263 6.098171 0.59 -0.16 0.12 0.005
C -1.286979 3.275706 -0.327518 0.46 0.01 -0.22 -0.003
H -3.495449 -1.247583 -4.317188 -0.08 0.02 0.05 0.000
H -2.466644 0.453244 -0.853650 0.16 0.01 -0.27 0.002
H 1.337864 2.716346 0.316144 -0.22 0.12 -0.42 0.002
H -2.383297 2.101577 -2.790567 0.11 -0.31 -0.07 0.000
H 3.188472 0.759486 -3.889124 0.03 -0.08 -0.09 0.000
C 0.478034 -3.378276 1.593694 -0.11 -0.34 -0.22 0.002
C 1.219295 0.117491 -2.126593 -0.11 0.41 -0.65 0.000
H 3.567243 -1.305934 -1.938896 -0.04 0.00 -0.09 0.000
C 1.423623 -1.386868 -1.852887 -0.17 0.52 0.02 -0.002
```
Positions in Å, forces in eV/Å.